Entry from the OMol25 dataset: 11 unconnected molecules or ions with the total composition C38H105N15O14 at a distorted geometry (the ωB97M-V functional and the def2-TZVPD basis).

Values from the calculation:
Energy relative to the best compared isomer or geometry (same formula, charge and spin) (kJ/mol): 9.3
Orbital gap (eV): 8.77
LUMO (eV): 0.25
E (eV): -92122.282
SMILES: COC[C@H](C)N.COC[C@H](C)N.COC[C@H](C)N.COC[C@H](C)N.COCCNCCOC.COCCNCCOC.COCCNCCOC.NC(N)=O.NC(N)=O.NC(N)=O.NC(N)=O

Geometry as ORCA input:
```
! RIJCOSX wB97M-V def2-TZVPD def2/J DEFGRID3
* xyz 0 1
C -0.163 -6.376 2.345
O -0.625 -6.193 1.044
C 0.031 -5.200 0.293
C -0.462 -5.289 -1.139
C 0.047 -6.557 -1.885
N 0.013 -4.172 -1.973
H 0.137 -5.427 2.821
H 0.779 -6.936 2.356
H -0.880 -6.772 3.061
H -0.208 -4.223 0.729
H 1.116 -5.356 0.262
H -1.551 -5.319 -1.240
H -0.237 -7.386 -1.228
H 1.136 -6.613 -1.801
H -0.289 -6.700 -2.906
H -0.122 -4.363 -2.955
H -0.389 -3.277 -1.693
C -3.782 -6.627 0.944
O -4.213 -5.278 1.121
C -3.141 -4.450 1.532
C -3.431 -3.036 1.045
C -3.324 -2.906 -0.481
N -2.497 -2.141 1.745
H -3.027 -6.684 0.162
H -4.676 -7.229 0.780
H -3.437 -7.006 1.915
H -3.093 -4.495 2.626
H -2.141 -4.697 1.152
H -4.482 -2.838 1.277
H -3.839 -3.618 -1.127
H -2.247 -3.009 -0.651
H -3.749 -1.953 -0.802
H -2.923 -1.215 1.853
H -1.805 -1.841 1.049
C 3.696 -1.885 4.581
O 4.632 -2.908 4.328
C 5.389 -2.676 3.144
C 4.660 -3.125 1.890
C 4.649 -4.628 1.594
N 5.211 -2.373 0.751
H 3.312 -2.001 5.597
H 2.779 -2.021 3.997
H 4.053 -0.854 4.517
H 5.654 -1.620 3.043
H 6.376 -3.146 3.192
H 3.618 -2.812 2.016
H 3.857 -5.204 2.069
H 5.603 -5.114 1.835
H 4.637 -4.752 0.509
H 6.140 -2.798 0.698
H 4.786 -2.501 -0.170
C 4.795 3.402 -2.854
O 4.011 3.269 -1.714
C 4.535 2.391 -0.733
C 3.503 2.055 0.353
C 2.655 3.183 0.912
N 4.115 1.375 1.520
H 5.815 3.738 -2.641
H 4.314 4.035 -3.603
H 4.925 2.513 -3.488
H 4.934 1.467 -1.153
H 5.273 3.007 -0.192
H 2.904 1.264 -0.118
H 1.742 2.813 1.366
H 2.362 3.864 0.103
H 3.259 3.824 1.559
H 4.598 0.599 1.048
H 4.863 1.981 1.864
C -5.805 5.062 -4.370
O -4.702 4.207 -4.627
C -3.837 4.754 -5.591
C -2.443 4.167 -5.487
N -1.851 4.631 -4.203
C -0.634 3.885 -3.862
C -0.245 4.253 -2.431
O -0.983 3.468 -1.500
C -0.848 3.941 -0.163
H -6.206 5.518 -5.280
H -5.576 5.861 -3.660
H -6.548 4.382 -3.953
H -3.732 5.839 -5.476
H -4.232 4.534 -6.593
H -1.817 4.491 -6.320
H -2.482 3.072 -5.506
H -2.554 4.295 -3.544
H 0.144 4.135 -4.582
H -0.815 2.812 -3.904
H -0.596 5.276 -2.224
H 0.819 4.330 -2.179
H -1.147 3.217 0.588
H -1.449 4.855 -0.115
H 0.205 4.215 -0.035
C 0.590 2.846 -7.915
O 0.434 2.433 -6.567
C 1.203 1.317 -6.173
C 0.964 1.002 -4.688
N -0.415 0.528 -4.633
C -0.642 0.193 -3.229
C -2.125 -0.128 -2.992
O -2.997 0.817 -3.591
C -4.333 0.435 -3.582
H 0.258 2.021 -8.551
H 1.636 3.071 -8.140
H -0.001 3.735 -8.116
H 2.295 1.452 -6.249
H 1.006 0.483 -6.854
H 1.263 1.915 -4.164
H 1.758 0.264 -4.545
H -1.199 1.137 -4.838
H -0.477 0.937 -2.438
H -0.259 -0.781 -2.915
H -2.299 -0.260 -1.922
H -2.303 -1.067 -3.537
H -5.059 1.204 -3.831
H -4.767 0.036 -2.648
H -4.475 -0.483 -4.172
C -0.762 6.234 6.884
O -1.297 5.663 5.707
C -1.171 4.256 5.571
C -1.623 3.858 4.159
N -3.029 3.526 3.874
C -3.331 2.132 4.283
C -2.666 1.095 3.408
O -3.601 0.528 2.488
C -3.640 1.203 1.215
H -1.290 5.830 7.755
H -1.131 7.253 6.742
H 0.321 6.210 7.025
H -1.743 3.734 6.346
H -0.104 4.033 5.673
H -0.986 3.126 3.667
H -1.434 4.756 3.558
H -3.611 4.248 4.272
H -4.415 2.031 4.226
H -3.028 2.104 5.337
H -2.275 0.203 3.904
H -1.829 1.524 2.847
H -4.042 2.212 1.313
H -4.372 0.616 0.659
H -2.637 1.156 0.789
N 2.361 -3.072 -3.296
C 3.419 -2.585 -2.637
N 4.443 -2.136 -3.419
O 3.485 -2.700 -1.397
H 1.534 -3.371 -2.772
H 2.257 -2.740 -4.241
H 4.245 -1.930 -4.378
H 5.391 -2.161 -3.097
N -0.257 -1.814 3.686
C -0.364 -2.325 4.945
N -1.341 -3.264 5.028
O 0.227 -1.874 5.934
H -0.924 -2.031 2.955
H 0.468 -1.137 3.525
H -1.616 -3.773 5.846
H -1.784 -3.538 4.168
N 1.322 -1.697 0.976
C 0.235 -1.129 0.387
N -0.121 0.096 0.822
O -0.349 -1.623 -0.596
H 1.745 -2.442 0.442
H 1.874 -1.087 1.558
H 0.280 0.512 1.660
H -0.561 0.694 0.141
N 2.696 2.101 4.088
C 1.546 1.388 4.254
N 1.112 1.296 5.543
O 0.857 0.959 3.327
H 3.352 2.333 4.811
H 3.132 1.893 3.187
H 0.449 0.567 5.778
H 1.678 1.565 6.327
*
```